{
  "formula": "C45H52N10O4",
  "method": "ωB97M-V/def2-TZVPD",
  "homo_ev": -9.32,
  "largest_force_ev_per_a": 1.03,
  "smiles": "CCC(=O)OCC[C@](C#N)([C@H](C#N)CCN)N(C(C)=O)C(C)=O.c1ccncc1.c1ccncc1.c1ccncc1.c1ccncc1.c1ccncc1.c1ccncc1",
  "charge": 0,
  "species": ["C", "C", "C", "N", "C", "C", "C", "H", "H", "H", "H", "N", "H", "C", "H", "C", "H", "H", "C", "H", "H", "H", "H", "C", "O", "H", "C", "N", "H", "C", "C", "C", "H", "C", "H", "C", "H", "H", "H", "C", "C", "C", "H", "C", "H", "C", "C", "C", "H", "H", "O", "H", "C", "H", "C", "N", "H", "N", "H", "H", "C", "C", "C", "N", "C", "H", "H", "H", "C", "C", "H", "H", "H", "H", "N", "C", "H", "H", "C", "H", "C", "C", "H", "H", "H", "H", "C", "O", "C", "C", "C", "N", "C", "H", "H", "H", "N", "C", "H", "O", "C", "C", "H", "H", "H", "N", "C", "H", "C", "H", "H"],
  "coordinates": [[-0.565519, -6.333939, -6.046981], [-2.024337, -8.485029, 0.212349], [-2.244817, 9.048698, -1.388339], [0.920912, -5.585261, -3.812157], [0.114068, -2.098299, -0.462415], [-0.861992, -0.008959, -1.390654], [-1.080046, -5.436351, -5.125754], [5.583810, 2.144105, 7.001683], [4.262675, -0.247748, -0.863265], [-6.936156, 3.557510, -1.554400], [4.126532, 2.594378, 3.041394], [4.959196, 3.851522, 4.430874], [0.488308, -3.707839, -1.802180], [6.315059, -1.141591, 7.279486], [-3.612216, -1.598617, -0.123514], [-0.328225, -6.692904, -0.913039], [-1.439840, -7.179218, -2.691880], [5.698624, -2.577218, 5.800532], [-5.852249, 1.232069, -4.328571], [1.908675, -3.035552, -1.028058], [-3.006519, 0.379414, 1.008197], [-4.059037, -2.877408, -1.291606], [-2.466411, 5.390141, -2.364930], [5.039818, 0.590125, 5.628661], [0.386521, -2.156818, 0.702905], [-0.669513, -4.397534, -3.282474], [0.586925, 0.497468, -1.286538], [-1.327017, -0.071464, -3.977823], [0.639547, 1.394863, -1.907384], [6.283181, 0.201220, 7.621667], [3.955150, 3.481379, 3.633601], [-1.879166, 0.983268, -0.716618], [-1.142014, -6.625910, -6.915367], [-1.312194, -7.358767, -1.630175], [1.972488, 3.813033, 2.887315], [2.750183, 4.163577, 3.552256], [-4.078623, 1.069381, -3.096225], [4.711114, -1.319380, 1.986763], [-1.023131, -8.108740, 2.074418], [3.920150, -0.540717, 0.129447], [-2.882780, 8.596836, -2.533279], [-2.018341, 0.799446, 0.813369], [-1.301249, 0.076183, 1.200258], [-7.509966, 2.678124, -3.428078], [1.143220, -7.555409, -6.527447], [-3.542013, -1.931858, -1.159423], [0.960463, -2.777858, -1.495663], [-2.087189, -2.161339, -1.479776], [-1.149888, 8.424774, 0.352887], [-1.083669, 2.701315, 1.355250], [3.471866, 0.969140, 1.925520], [5.883936, -0.431541, 1.035029], [-1.168111, -0.038992, -2.841199], [-3.957265, -1.156721, -1.805572], [5.693405, -1.535747, 6.104754], [-1.105028, -1.354023, -0.816962], [5.605143, 5.217021, 5.818491], [-1.635137, 1.649028, 3.046427], [5.380918, -2.070519, 0.540110], [-2.209845, 10.105558, -1.161160], [-1.078444, -7.872774, 1.020456], [-1.913170, 2.068257, 1.660970], [3.606798, 5.686782, 5.174061], [-2.962436, 7.313172, -2.877242], [-1.657941, 8.113104, -0.551152], [-5.492117, 0.557223, -5.093743], [1.102699, -2.193899, -2.402375], [6.810955, -1.869082, 7.907690], [5.047642, -1.126034, 0.969404], [-7.096884, 1.826584, -4.435380], [1.301192, -0.191511, -1.734161], [4.521845, 1.250881, 4.947428], [-1.835787, 2.387298, 3.704678], [-2.064981, -5.007183, -5.248801], [-5.448000, 2.335719, -2.245184], [3.277635, 0.648338, 0.791052], [1.647339, 5.848539, 4.304862], [-2.718486, -9.209050, 0.625416], [2.574051, 5.289489, 4.339244], [2.393699, -6.832167, -4.506317], [-1.618307, 2.372395, -1.107257], [5.633059, 1.087241, 6.779407], [-7.731864, 1.626413, -5.288458], [3.114006, -1.275386, 0.020243], [3.512759, 6.558707, 5.807008], [-2.845214, 0.725676, -1.157314], [-1.732161, 6.773021, -0.893120], [-1.777046, -3.043742, -2.243186], [-6.650475, 2.894172, -2.363564], [0.701971, -6.852161, -5.834829], [-0.213336, -6.957530, 0.442525], [-1.345235, 3.469175, -1.304688], [-2.391727, 6.424882, -2.062650], [0.326465, -5.989728, -1.407866], [0.478490, 1.779933, 0.434625], [-8.473969, 3.166142, -3.461993], [5.062782, -0.697438, 5.284279], [4.772851, 4.936596, 5.180878], [0.955199, 0.144860, 0.862223], [2.419146, 1.358460, -0.022468], [1.399717, -6.447407, -4.707444], [-5.062467, 1.509315, -3.223204], [-3.356511, 9.296643, -3.213664], [-1.288844, 6.006700, -0.273565], [-2.145389, 0.812322, 3.292319], [-2.151145, -8.241536, -1.090204], [-0.302766, -5.094565, -4.029791], [6.758272, 0.550213, 8.529839], [1.055754, 0.919984, 0.103776], [0.539635, -6.458081, 1.039360], [-2.861644, 2.610733, 1.623138]],
  "forces_ev_per_angstrom": [[0.0, 0.0, 0.0], [0.0, 0.0, 0.0], [0.0, 0.0, 0.0], [-0.1, 0.0, -0.1], [0.1, -0.2, 0.1], [-0.5, 0.2, 0.1], [0.0, 0.0, 0.0], [0.0, 0.0, 0.0], [-0.1, 0.0, -0.1], [0.0, 0.0, 0.0], [-0.1, 0.1, 0.0], [-0.1, 0.1, 0.1], [0.0, 0.0, 0.0], [0.0, 0.0, 0.0], [-0.2, 0.0, 0.0], [-0.1, 0.0, 0.1], [0.1, 0.0, 0.0], [0.0, 0.0, 0.0], [0.3, -0.3, -0.1], [0.1, 0.1, -0.1], [0.1, -0.1, 0.0], [-0.1, 0.1, -0.2], [0.0, 0.0, 0.0], [-0.1, -0.1, -0.1], [0.0, 0.1, 0.1], [0.0, -0.2, -0.3], [0.2, 0.3, 0.3], [-0.2, 0.0, 0.1], [0.0, 0.0, 0.0], [0.0, 0.0, 0.0], [0.2, 0.0, 0.0], [-0.5, -0.3, -0.2], [0.0, 0.0, 0.0], [-0.1, -0.1, 0.0], [0.0, 0.0, 0.0], [0.0, 0.0, 0.0], [0.0, -0.1, -0.2], [0.0, 0.0, 0.0], [0.0, 0.0, 0.0], [0.1, 0.1, 0.3], [0.0, 0.0, -0.1], [0.0, 0.4, 0.3], [0.1, 0.0, -0.2], [0.0, 0.0, 0.0], [0.0, 0.0, 0.0], [0.5, 0.4, 0.6], [0.0, -0.2, 0.0], [-0.3, -0.4, -0.6], [0.0, 0.0, 0.0], [-0.2, 0.2, -0.2], [-0.2, 0.0, -0.2], [0.0, -0.1, -0.1], [0.3, 0.1, -0.2], [-0.1, -0.1, -0.1], [0.0, 0.0, -0.1], [0.5, -0.2, -0.4], [0.0, 0.0, 0.0], [0.3, 0.0, -0.4], [0.1, 0.1, 0.0], [0.0, 0.0, 0.0], [0.0, 0.0, 0.0], [-0.2, -0.5, 0.9], [0.0, 0.0, 0.0], [0.0, 0.0, 0.1], [0.0, 0.0, 0.0], [0.0, 0.0, 0.0], [-0.1, 0.0, 0.0], [0.0, 0.0, 0.0], [-0.2, -0.1, 0.1], [0.0, 0.0, 0.0], [-0.1, -0.2, 0.1], [0.0, 0.0, 0.0], [-0.1, -0.1, 0.1], [0.0, 0.0, 0.0], [0.1, -0.3, -0.1], [0.3, 0.0, 0.1], [0.0, 0.0, 0.0], [0.0, 0.0, 0.0], [0.0, 0.0, 0.0], [0.0, 0.0, 0.0], [0.2, -0.1, 0.2], [0.0, 0.0, 0.0], [0.0, 0.0, 0.0], [0.0, 0.0, -0.2], [0.0, 0.0, 0.0], [0.0, 0.2, 0.0], [0.0, 0.0, 0.0], [0.0, 0.2, 0.5], [0.1, 0.2, 0.3], [0.0, 0.0, 0.0], [0.0, 0.0, 0.0], [0.0, -0.1, -0.1], [-0.1, 0.1, -0.1], [0.0, -0.1, -0.1], [0.0, 0.0, 0.1], [0.0, 0.0, 0.0], [0.0, 0.0, 0.1], [0.1, 0.0, 0.0], [0.1, -0.1, 0.0], [-0.1, -0.4, 0.0], [0.1, 0.0, 0.1], [-0.3, 0.3, 0.3], [0.0, 0.0, 0.0], [0.0, 0.0, 0.0], [-0.1, 0.1, 0.1], [0.0, 0.0, 0.0], [0.2, 0.1, 0.1], [0.0, 0.0, 0.0], [-0.1, 0.3, -0.1], [0.0, 0.0, 0.0], [0.1, 0.3, -0.4]],
  "mulliken_charge": [-0.34, -0.33, -0.27, -0.20, 0.57, 1.32, -0.91, 0.37, 0.42, 0.35, 1.02, -0.47, -0.80, -0.35, 0.34, 0.18, 0.40, 0.35, -0.82, 0.46, 0.47, 0.50, 0.48, 0.02, -0.57, 0.73, -1.61, -0.69, 0.81, -0.41, -0.40, 1.86, 0.40, -0.25, 0.44, -0.52, 0.50, 0.32, 0.38, 0.34, -0.30, -1.53, 0.55, -0.35, 0.39, -1.28, -0.31, 0.28, 0.37, 0.07, -0.62, 0.35, -0.57, 0.11, -0.27, 0.84, 0.40, -0.61, 0.40, 0.36, -0.27, -0.41, -0.41, -0.53, -0.54, 0.38, 0.33, 0.36, -1.39, -0.26, 0.44, 0.19, 0.24, 0.39, -0.24, 0.57, 0.39, 0.36, -0.42, 0.38, -0.94, -0.28, 0.39, -0.20, 0.37, 0.23, -0.09, -0.31, -0.29, -0.38, -0.65, -0.48, -0.23, 0.36, -0.58, 0.37, -0.34, -0.28, 0.59, -0.41, -0.32, -0.03, 0.35, 0.39, 0.21, -0.57, -0.03, 0.36, 0.05, 0.41, 0.42]
}


{
  "formula": "C45H53AsF6N7RuS",
  "method": "ωB97M-V/def2-TZVPD",
  "homo_ev": [-9.88, -10.64],
  "largest_force_ev_per_a": 3.10,
  "charge": 1,
  "spin_multiplicity": 5,
  "relative_energy_kcal_mol": 24.3,
  "s2": 6.1134,
  "species": ["C", "H", "C", "C", "C", "C", "H", "C", "H", "As", "H", "H", "H", "C", "H", "C", "H", "N", "C", "C", "H", "C", "H", "C", "C", "H", "C", "H", "C", "C", "C", "C", "H", "H", "C", "H", "F", "F", "H", "C", "C", "H", "H", "H", "C", "H", "C", "N", "C", "C", "H", "H", "H", "H", "H", "F", "H", "N", "H", "H", "F", "H", "C", "H", "C", "C", "C", "H", "C", "H", "H", "Ru", "C", "H", "N", "H", "H", "H", "F", "F", "H", "C", "C", "N", "C", "C", "C", "C", "C", "H", "H", "H", "C", "H", "H", "S", "H", "H", "H", "C", "C", "H", "C", "H", "N", "C", "H", "H", "H", "N", "H", "C", "C", "H"],
  "coordinates": [[-1.928471, 17.919169, 14.600967], [-0.726170, 10.817382, 14.409885], [-6.200469, 18.365941, 11.365299], [-4.900464, 20.247363, 14.132912], [-5.650680, 10.364443, 12.768451], [-5.506571, 18.823828, 12.463006], [2.595976, 15.270389, 16.659788], [1.603528, 15.624216, 16.333257], [-7.206332, 21.748619, 13.354836], [-8.591747, 16.472251, 13.827356], [-2.494611, 10.389586, 11.442879], [0.900856, 14.788911, 16.254830], [0.496513, 19.974406, 13.932353], [-5.073146, 12.056642, 14.192843], [-7.735212, 10.219792, 12.205500], [-0.538949, 18.036178, 15.152161], [-4.306424, 23.530713, 14.599332], [-4.444905, 18.215574, 13.086792], [0.090449, 16.871153, 14.814870], [-4.680738, 21.536552, 14.910320], [-6.386203, 18.749229, 8.083416], [-6.444311, 15.134231, 9.696491], [-8.426424, 12.014379, 13.625015], [-2.428140, 11.128950, 10.640639], [-0.021137, 19.215039, 15.817308], [0.434216, 12.384837, 13.129946], [-6.979165, 20.939639, 12.682254], [-7.811565, 14.578806, 8.184898], [-0.223703, 11.850288, 12.504699], [-3.803666, 13.957363, 15.238002], [-4.222412, 22.629710, 13.976364], [-1.621645, 14.131879, 12.651183], [-0.665062, 19.468007, 16.659931], [-5.252278, 9.508380, 12.145779], [-5.370151, 14.966470, 10.666579], [-1.479763, 10.930986, 10.234273], [-8.396099, 17.815162, 12.790018], [-7.876053, 15.421573, 12.575455], [-3.298190, 16.005059, 16.776395], [-4.071644, 19.035259, 14.063289], [-0.439349, 10.582867, 13.402519], [1.149111, 16.137256, 17.183074], [-3.902971, 21.353107, 15.699413], [-6.449152, 13.523063, 8.278908], [1.499695, 16.436978, 15.029392], [-7.690719, 12.031926, 9.918637], [-6.414956, 12.471306, 14.339681], [-2.863383, 14.021547, 16.191558], [-6.885276, 16.427193, 9.796847], [-5.828705, 20.130666, 13.178535], [0.228332, 11.587347, 11.566994], [-9.000206, 12.998450, 9.151507], [-1.775548, 15.286607, 17.389418], [-3.206917, 22.492100, 13.555086], [-4.490376, 10.809025, 10.081556], [-10.224236, 16.301778, 13.368328], [-4.816108, 12.861446, 10.099585], [-4.728752, 11.010391, 13.440326], [0.229799, 14.360965, 13.632229], [0.633286, 21.207842, 15.171626], [-8.752252, 15.039727, 14.819475], [-7.898071, 18.686121, 7.291982], [-6.780405, 21.511671, 11.286260], [1.962575, 17.403604, 15.255439], [-0.736422, 14.810634, 13.521421], [-2.866539, 18.921829, 14.779207], [-8.035170, 13.046888, 9.687371], [-3.354570, 11.635286, 8.823565], [-2.405666, 12.787265, 16.518529], [-7.605380, 22.112759, 10.921910], [-5.590002, 21.849462, 15.424788], [-3.706263, 16.369592, 12.759056], [-0.875033, 16.052873, 14.067915], [1.000508, 18.936451, 16.190085], [-2.687421, 14.662145, 12.089169], [2.031172, 16.010178, 14.194031], [0.469983, 10.041942, 13.627287], [-4.869593, 22.689353, 13.139781], [-8.978300, 17.480452, 15.153583], [-6.966407, 16.728010, 14.291560], [-2.620100, 19.765751, 15.371735], [-2.836864, 15.080791, 17.148912], [-3.328649, 13.676339, 11.308643], [-5.127487, 16.166162, 11.296517], [-7.130789, 18.051347, 7.770573], [-1.393443, 12.800144, 12.224144], [-7.371544, 11.760169, 13.587664], [-4.558270, 13.755377, 10.639199], [-6.980688, 10.741522, 12.753839], [-6.533784, 20.703502, 10.601616], [-3.290592, 14.775911, 18.064574], [-1.711131, 12.570412, 17.293506], [-3.078830, 11.912313, 15.749467], [-7.893355, 20.267051, 12.717731], [-8.461634, 16.500249, 8.404212], [-4.867392, 15.245241, 14.782033], [-8.477139, 13.483153, 10.593090], [-7.171413, 18.829953, 11.041469], [-3.033801, 10.860788, 15.697293], [-0.003966, 20.368247, 14.796296], [-6.028806, 17.030124, 10.801471], [-6.657547, 17.515574, 6.952687], [-7.813154, 17.231708, 8.904563], [-8.486179, 17.799868, 9.499363], [-2.043567, 16.770011, 13.912060], [-7.181164, 14.047189, 8.870529], [-0.972453, 20.811430, 14.523255], [-6.749555, 13.293054, 14.959715], [-1.274411, 9.958960, 12.945215], [-3.936048, 12.678910, 14.929760], [-5.963826, 22.269263, 11.332484], [-3.505166, 10.839381, 9.567561], [-2.396930, 12.481934, 11.375231], [-3.345251, 9.868513, 9.170827]],
  "forces_ev_per_angstrom": [[0.9, 1.1, 0.7], [-0.7, 0.7, 0.4], [-0.9, -1.9, -0.6], [-0.2, 0.7, 0.3], [0.4, -1.2, -1.5], [-1.4, 0.9, -0.2], [-0.4, 0.2, -0.5], [-0.7, -0.8, 0.2], [0.0, 0.3, 0.5], [0.1, -1.5, 0.6], [-0.3, -0.1, 0.0], [0.4, -0.5, -0.1], [0.1, 0.1, -0.8], [-0.5, 0.0, -0.1], [-0.1, -0.4, -0.4], [-0.9, -2.5, -0.8], [0.4, 0.2, -0.7], [-0.4, -0.4, -0.6], [-0.6, -0.3, -0.7], [1.1, -1.8, 0.6], [0.6, 0.4, 0.8], [-1.9, -0.5, 0.1], [0.2, 0.2, 0.2], [-1.7, 0.3, 1.2], [0.5, 0.6, 0.4], [1.4, 1.0, 0.1], [-1.3, -0.6, 0.3], [-0.3, 0.2, -0.3], [-1.0, 0.0, 1.4], [-0.8, 1.2, 0.1], [0.8, 0.5, 0.9], [1.3, 0.7, 1.0], [0.2, 0.0, 0.3], [-0.7, 0.9, 0.8], [0.6, -1.5, -1.6], [1.5, 0.1, -0.7], [-0.4, 0.9, -0.9], [-0.9, 0.2, -0.1], [0.1, -0.5, 0.0], [1.4, 1.3, 1.0], [-1.9, -0.2, -1.3], [0.3, 0.6, -0.1], [-0.8, 0.3, -0.5], [0.3, -0.3, -0.4], [0.3, 1.7, 2.1], [0.3, 0.5, -0.3], [0.4, -0.5, -0.4], [-0.3, 1.0, 0.3], [1.1, 0.4, -0.7], [-0.1, -2.1, -1.9], [0.4, -0.1, -0.4], [0.5, -0.7, -0.3], [-0.4, 0.1, -0.1], [-0.4, 0.1, 0.5], [0.4, 0.4, -0.8], [-0.2, -0.1, -0.5], [-0.6, 0.3, -0.2], [1.0, 1.0, 1.0], [0.3, -0.4, 0.3], [-0.5, -0.6, -0.2], [0.3, 0.2, -0.1], [0.1, -0.3, 0.2], [1.1, 0.8, 0.1], [0.7, -0.2, -0.3], [0.7, 0.3, -0.1], [-0.6, -1.0, -0.8], [-1.9, 0.8, 0.0], [-0.8, -0.5, -0.1], [-0.5, -1.3, -0.6], [-0.5, -0.4, 0.0], [0.0, -0.2, 0.0], [0.4, -0.7, 0.3], [-1.0, 0.4, -0.7], [-0.8, 0.8, -0.2], [-2.9, 0.7, -0.4], [-0.2, -0.3, -0.4], [0.3, -0.3, -0.9], [-0.8, 0.3, -0.7], [-0.7, 0.3, 0.3], [1.6, 0.1, 0.5], [0.3, 0.3, 0.6], [1.9, 1.7, 0.2], [0.8, -1.0, 0.0], [0.7, -1.5, 0.0], [-1.1, 0.5, -0.1], [0.2, -2.3, -0.7], [0.4, 0.8, 0.4], [1.2, 2.1, 1.9], [0.0, -0.2, 0.5], [0.1, 0.5, -0.3], [-0.6, -0.2, 0.6], [0.4, 0.2, 0.4], [-0.3, 1.0, -0.6], [1.0, 0.6, -0.1], [0.0, 0.2, 0.1], [0.4, -0.2, -0.3], [0.9, 0.1, 0.3], [1.5, -0.2, 0.4], [-0.1, -0.8, -0.2], [1.1, 1.1, 0.9], [-0.4, 2.5, 1.4], [-0.1, -0.7, 0.2], [0.7, -1.7, -1.0], [-0.4, 0.9, 0.5], [-0.9, 0.0, -0.2], [1.3, 0.3, 1.5], [0.3, -0.5, 0.2], [0.2, 0.0, 0.0], [1.4, 0.3, 0.9], [-1.1, -2.5, -0.4], [-0.2, -0.8, -0.3], [0.3, 1.5, 1.7], [-1.1, -0.2, -1.2], [0.3, -0.7, -0.6]],
  "mulliken_charge": [0.36, 0.17, -0.79, 0.05, -0.78, 0.95, 0.41, -1.05, 0.43, 1.99, 0.06, 0.21, 0.36, -0.14, 0.53, 0.58, 0.39, -0.05, 0.23, -0.96, 0.33, 0.71, 0.44, -0.16, -1.08, 0.21, -1.33, 0.60, -1.26, -0.48, -0.81, 0.45, 0.33, 0.40, -0.15, 0.57, -0.43, -0.49, 0.28, -0.09, -0.87, 0.30, 0.38, 0.54, -1.19, 0.25, -0.34, 0.79, 0.54, 0.51, 0.56, 0.40, 0.27, 0.23, 0.21, -0.48, 0.52, -0.11, 0.50, 0.38, -0.54, 0.40, -0.94, 0.46, -1.20, -0.71, -1.08, 0.39, -0.74, 0.40, 0.48, 1.08, 0.12, 0.47, -0.21, 0.51, 0.47, 0.10, -0.53, -0.53, 0.65, -0.92, -0.43, 0.28, -1.33, 0.27, -0.58, -0.80, -0.47, 0.25, 0.34, 0.59, -0.80, 0.24, 0.50, 0.20, 0.18, 0.40, 0.67, -1.08, -0.27, 0.32, -1.32, 0.47, -0.04, -1.25, 0.26, 0.62, 0.15, 0.75, 0.29, -1.62, 1.12, 0.51]
}


| no. | electronic energy (a.u.) |
| --- | --- |
| 1 | -2594.3916 |
| 2 | -5457.7782 |